# 1
{
  "formula": "C17H15F4NO4S",
  "method": "ωB97M-V/def2-TZVPD",
  "elements": ["O", "S", "O", "N", "C", "C", "O", "C", "C", "F", "F", "C", "F", "F", "C", "C", "C", "C", "O", "C", "C", "C", "C", "C", "C", "C", "C", "H", "H", "H", "H", "H", "H", "H", "H", "H", "H", "H", "H", "H", "H", "H"],
  "coordinates": [[3.666, -0.126, -2.849], [2.116, 0.082, -2.802], [1.399, 0.666, -3.883], [1.522, -1.441, -2.824], [2.229, -2.383, -1.933], [1.378, -2.462, -0.665], [0.109, -3.094, -0.800], [-0.713, -3.058, 0.215], [-1.259, -1.390, 0.756], [-0.265, -0.963, 1.507], [-1.657, -0.802, -0.342], [-2.281, -1.686, 1.825], [-2.030, -2.249, 2.930], [-3.348, -2.293, 1.218], [1.792, 0.708, -1.319], [2.674, 0.861, -0.387], [2.494, 1.728, 0.850], [1.059, 1.887, 1.119], [0.544, 2.294, 2.190], [-0.778, 2.579, 1.897], [-1.674, 2.951, 2.965], [-2.940, 3.163, 2.485], [-3.309, 2.716, 1.210], [-2.480, 2.020, 0.367], [-1.226, 2.183, 0.600], [-0.072, 1.606, -0.096], [0.613, 1.101, -1.074], [0.493, -1.305, -2.998], [3.395, -2.112, -1.769], [2.207, -3.587, -2.344], [1.447, -1.477, -0.221], [1.939, -3.112, 0.130], [-0.086, -3.497, 1.278], [-1.584, -3.560, -0.016], [-2.903, -0.753, 2.127], [3.910, 0.703, -0.608], [3.234, 1.721, 1.684], [-1.287, 3.340, 4.094], [-3.620, 3.222, 3.196], [-4.382, 2.665, 0.949], [-2.538, 1.845, -0.491], [-0.025, 0.914, -1.860]],
  "mulliken_charge": [-0.74, 1.08, -0.69, -0.24, -0.61, -0.11, -0.32, -0.71, 0.87, -0.29, -0.29, 0.26, -0.24, -0.31, -0.26, 0.47, -1.37, 0.59, -0.41, 0.57, -0.62, -0.59, -0.64, -1.21, -0.12, -1.16, 1.37, 0.37, 0.33, 0.24, 0.17, 0.27, 0.25, 0.49, 0.16, 0.23, 0.35, 0.26, 0.51, 0.35, 1.10, 0.63],
  "homo_ev": -8.99,
  "de_lowest_ev": 0.000,
  "mol_weight_da": 405.4,
  "gap_ev": 8.839,
  "total_energy_ha": -1809.7268
}

***

# 2
{
  "formula": "C17H15F6N3O3S",
  "method": "ωB97M-V/def2-TZVPD",
  "elements": ["N", "C", "O", "C", "C", "N", "C", "N", "C", "O", "C", "C", "C", "C", "O", "H", "H", "H", "H", "C", "F", "F", "F", "C", "F", "F", "F", "H", "S", "C", "C", "C", "C", "C", "C", "H", "H", "H", "H", "H", "H", "H", "H", "H", "H"],
  "coordinates": [[0.261, 2.594, -0.299], [1.256, 1.958, 0.417], [1.612, 2.523, 1.456], [1.683, 0.643, -0.129], [0.883, -0.552, -0.676], [-0.590, -0.508, -0.644], [-1.474, -1.218, 0.411], [-2.791, -0.780, -0.163], [-3.319, 0.423, -0.583], [-2.539, 1.277, -0.886], [-4.782, 0.646, -0.459], [-5.672, 1.552, -0.981], [-6.852, 0.807, -0.753], [-6.715, -0.175, -0.076], [-5.458, -0.616, -0.138], [-7.529, -1.015, 0.342], [-7.754, 1.346, -0.779], [-5.306, 2.345, -1.206], [-3.346, -1.359, 0.240], [-1.243, -2.592, 0.266], [-1.178, -3.035, -1.211], [-2.399, -3.171, 0.827], [-0.157, -2.989, 0.851], [-1.184, -0.610, 1.911], [-1.363, 0.815, 1.634], [0.198, -0.875, 2.150], [-1.951, -1.484, 2.564], [-0.905, 0.659, -0.927], [1.746, -1.783, -0.872], [3.310, -0.933, -0.492], [3.029, 0.471, -0.160], [4.074, 1.267, 0.195], [5.428, 0.559, 0.600], [5.673, -0.552, -0.605], [4.592, -1.581, -0.663], [4.757, -1.871, -1.564], [4.785, -2.221, -0.018], [6.675, -0.865, -0.191], [5.688, 0.190, -1.498], [6.107, 1.348, 0.812], [5.373, -0.141, 1.657], [3.646, 1.898, 1.456], [4.170, 1.995, -0.435], [-0.106, 2.115, -1.264], [-0.332, 3.496, -0.117]],
  "mulliken_charge": [-0.29, 0.08, -0.68, -0.08, 0.37, -0.40, 0.51, -0.48, 0.98, -0.69, -0.07, -0.62, -0.78, -0.09, -0.24, 0.27, 0.37, 0.83, 0.32, 0.64, -0.30, -0.29, -0.16, 0.60, -0.20, -0.22, -0.23, 0.19, -0.52, 0.23, 0.28, -0.60, -0.84, -0.67, -1.02, 0.46, 0.66, 0.38, 0.27, 0.43, 0.24, 0.29, 0.54, 0.28, 0.24],
  "homo_ev": -7.42,
  "mol_weight_da": 455.4,
  "gap_ev": 7.228,
  "total_energy_ha": -2043.6844
}

***

# 3
{
  "formula": "C17H15F6ORuS2",
  "method": "ωB97M-V/def2-TZVPD",
  "elements": ["Ru", "C", "C", "C", "C", "C", "C", "C", "H", "H", "H", "H", "H", "H", "H", "H", "S", "C", "C", "C", "C", "C", "C", "S", "H", "H", "H", "H", "C", "C", "O", "C", "F", "F", "F", "C", "F", "F", "F", "H", "H", "H"],
  "coordinates": [[0.726, -0.245, 0.677], [0.593, 1.227, 4.155], [1.505, 0.720, 3.078], [2.088, 1.598, 2.152], [3.032, 1.144, 1.232], [3.387, -0.204, 1.195], [2.775, -1.101, 2.074], [1.838, -0.642, 3.006], [1.179, 1.477, 5.041], [-0.139, 0.469, 4.431], [0.067, 2.123, 3.829], [1.822, 2.646, 2.173], [3.485, 1.838, 0.538], [4.142, -0.550, 0.503], [3.053, -2.146, 2.063], [1.397, -1.336, 3.709], [-1.554, 0.029, 1.410], [-2.300, -1.210, 0.433], [-3.686, -1.145, 0.239], [-4.350, -2.106, -0.493], [-3.635, -3.159, -1.062], [-2.271, -3.237, -0.882], [-1.583, -2.274, -0.129], [0.130, -2.502, 0.106], [-4.223, -0.310, 0.674], [-5.421, -2.037, -0.631], [-4.146, -3.910, -1.651], [-1.695, -4.040, -1.326], [-1.104, 1.024, -2.232], [0.416, 1.217, -2.205], [1.012, 0.884, -1.036], [0.720, 2.717, -2.454], [0.252, 3.167, -3.632], [0.141, 3.458, -1.487], [2.037, 2.979, -2.419], [1.034, 0.351, -3.335], [2.375, 0.424, -3.355], [0.709, -0.942, -3.135], [0.594, 0.686, -4.565], [-1.550, 1.584, -1.412], [-1.336, -0.031, -2.095], [-1.517, 1.368, -3.180]],
  "lowdin_spin": [0.76, 0.00, 0.01, 0.00, -0.01, 0.00, 0.00, 0.03, 0.00, 0.00, 0.00, 0.00, 0.00, 0.00, 0.00, 0.00, 0.06, 0.01, 0.00, 0.01, 0.00, 0.00, 0.01, 0.11, 0.00, 0.00, 0.00, 0.00, 0.00, 0.00, 0.01, 0.00, 0.00, 0.00, 0.00, 0.00, 0.00, 0.00, 0.00, 0.00, 0.00, 0.00],
  "multiplicity": 2,
  "homo_ev": [-7.69, -7.81],
  "de_lowest_ev": 0.697,
  "mol_weight_da": 514.5,
  "gap_ev": [6.605, 6.297],
  "total_energy_ha": -2222.5171
}

***

# 4
{
  "formula": "C17H15F9IrNO3S",
  "method": "ωB97M-V/def2-TZVPD",
  "elements": ["Ir", "O", "C", "C", "C", "C", "C", "C", "N", "H", "H", "H", "H", "H", "H", "H", "C", "S", "O", "C", "C", "C", "C", "C", "C", "H", "H", "H", "H", "H", "H", "H", "H", "F", "C", "F", "F", "C", "O", "C", "F", "F", "F", "C", "F", "F", "F"],
  "coordinates": [[-0.613, 0.308, 0.580], [0.036, 0.585, 2.481], [0.056, 2.009, 2.848], [0.228, 2.815, 1.594], [0.579, 4.148, 1.610], [0.694, 4.827, 0.405], [0.481, 4.149, -0.787], [0.144, 2.814, -0.745], [0.006, 2.180, 0.429], [-0.540, 0.101, 3.098], [0.895, 2.150, 3.527], [-0.878, 2.257, 3.355], [0.755, 4.649, 2.553], [0.954, 5.877, 0.398], [0.572, 4.643, -1.743], [-0.024, 2.224, -1.635], [2.565, -2.097, -0.833], [2.319, -0.812, 0.377], [1.231, 0.090, -0.305], [3.809, 0.108, 0.230], [4.112, 0.794, -0.943], [5.319, 1.465, -1.017], [6.201, 1.436, 0.060], [5.884, 0.747, 1.221], [4.671, 0.079, 1.318], [2.760, -1.640, -1.802], [1.669, -2.715, -0.857], [3.420, -2.689, -0.506], [3.420, 0.804, -1.776], [5.582, 2.002, -1.918], [7.147, 1.956, -0.012], [6.576, 0.728, 2.051], [4.409, -0.461, 2.220], [-3.017, 1.888, -0.570], [-3.910, 1.150, 0.128], [-5.059, 1.177, -0.512], [-4.042, 1.720, 1.318], [-3.352, -0.301, 0.297], [-2.302, -0.274, 1.224], [-4.442, -1.262, 0.873], [-5.422, -1.430, -0.004], [-3.897, -2.440, 1.148], [-4.922, -0.741, 1.993], [-2.831, -0.839, -1.066], [-1.497, -0.219, -1.283], [-3.518, -0.496, -2.107], [-2.559, -2.111, -1.072]],
  "mulliken_charge": [1.65, -0.56, -0.44, 0.46, -0.91, -0.33, -0.91, -0.09, 0.08, 0.45, 0.45, 0.36, 0.54, 0.46, 0.50, 0.58, -1.03, 0.28, -0.49, 0.76, -0.32, -0.76, -0.44, -0.60, -0.45, 0.35, 0.42, 0.43, 0.37, 0.42, 0.43, 0.43, 0.41, -0.21, 0.65, -0.21, -0.23, 0.90, -0.84, 0.47, -0.21, -0.21, -0.22, 0.44, -0.43, -0.19, -0.21],
  "total_charge": 2,
  "homo_ev": -15.42,
  "de_lowest_ev": 0.000,
  "mol_weight_da": 676.6,
  "gap_ev": 7.985,
  "total_energy_ha": -2337.9935
}

***

# 5
{
  "formula": "C17H15FN2O6S",
  "method": "ωB97M-V/def2-TZVPD",
  "elements": ["O", "C", "O", "C", "C", "C", "C", "N", "C", "C", "S", "C", "C", "C", "C", "C", "F", "C", "C", "C", "O", "O", "C", "N", "O", "O", "C", "H", "H", "H", "H", "H", "H", "H", "H", "H", "H", "H", "H", "H", "H", "H"],
  "coordinates": [[3.247, 4.372, -2.691], [2.190, 3.948, -2.297], [1.051, 4.655, -2.410], [1.996, 2.636, -1.652], [0.736, 2.197, -1.218], [0.588, 0.973, -0.626], [1.680, 0.102, -0.422], [1.545, -1.093, 0.175], [0.350, -1.691, 0.688], [-0.247, -2.719, -0.291], [-1.166, -1.958, -1.662], [-2.852, -1.881, -0.930], [-2.932, -0.894, 0.185], [-2.947, 0.471, -0.095], [-2.972, 1.403, 0.925], [-2.982, 0.954, 2.235], [-3.000, 1.857, 3.235], [-2.972, -0.394, 2.544], [-2.946, -1.315, 1.512], [0.612, -2.396, 2.021], [-0.203, -3.084, 2.571], [1.826, -2.157, 2.498], [2.953, 0.555, -0.873], [4.139, -0.219, -0.749], [5.192, 0.280, -1.084], [4.062, -1.367, -0.313], [3.086, 1.806, -1.473], [1.240, 5.503, -2.839], [-0.120, 2.836, -1.362], [-0.398, 0.663, -0.321], [2.401, -1.644, 0.241], [-0.404, -0.926, 0.905], [-0.920, -3.391, 0.240], [0.557, -3.296, -0.749], [-3.111, -2.888, -0.606], [-3.486, -1.591, -1.767], [-2.934, 0.799, -1.124], [-2.983, 2.461, 0.720], [-2.981, -0.712, 3.574], [-2.929, -2.368, 1.746], [1.971, -2.614, 3.342], [4.062, 2.127, -1.807]],
  "mulliken_charge": [-0.60, 0.39, -0.45, 0.14, -1.15, 0.16, 1.27, -0.08, 0.83, -0.94, -0.10, -1.39, 0.50, -0.36, -0.42, 0.33, -0.35, -0.59, -0.21, 0.06, -0.58, -0.43, -0.37, 1.14, -0.66, -0.76, -0.66, 0.35, 0.51, 0.12, 0.36, -0.49, 0.45, 0.38, 0.44, 0.47, 0.43, 0.48, 0.47, 0.33, 0.41, 0.57],
  "homo_ev": -8.51,
  "de_lowest_ev": 0.000,
  "mol_weight_da": 394.4,
  "gap_ev": 7.999,
  "total_energy_ha": -1715.7948
}

***

# 6
{
  "formula": "C17H15N3O2S2",
  "method": "ωB97M-V/def2-TZVPD",
  "elements": ["C", "C", "C", "C", "C", "C", "C", "H", "H", "C", "O", "N", "N", "C", "S", "S", "C", "C", "C", "C", "C", "C", "N", "C", "H", "H", "H", "H", "H", "H", "H", "C", "O", "H", "H", "H", "H", "H", "H"],
  "coordinates": [[-2.383, -4.729, -5.548], [-1.984, -3.875, -4.524], [-2.305, -4.233, -3.256], [-2.011, -3.321, -2.107], [-1.304, -2.011, -2.366], [-0.843, -1.819, -3.453], [-1.267, -2.654, -4.415], [-0.714, -2.337, -5.658], [-0.050, -0.934, -3.724], [-0.894, -1.368, -1.089], [-0.552, -1.886, 0.121], [-0.461, 0.039, -1.327], [-0.498, 0.960, -0.365], [-1.345, 1.338, 0.400], [-2.912, 1.523, -0.199], [-0.831, 2.205, 1.949], [0.689, 1.700, 1.525], [1.925, 1.789, 2.342], [2.407, 2.340, 3.360], [3.457, 1.961, 4.337], [3.509, 2.900, 5.362], [2.447, 3.586, 5.501], [1.777, 3.332, 4.214], [0.583, 4.118, 3.908], [0.826, 5.231, 4.113], [0.640, 4.362, 2.607], [-0.529, 3.801, 3.941], [2.203, 4.346, 5.940], [4.134, 2.766, 6.323], [4.071, 1.225, 3.989], [2.923, 1.192, 1.791], [0.940, 0.996, 0.217], [1.893, 0.336, -0.240], [-1.083, 0.479, -2.167], [-2.332, -3.519, -1.018], [-2.798, -5.139, -2.967], [-1.676, -4.339, -6.587], [-2.313, -5.878, -5.139], [-3.342, -4.482, -5.789]],
  "mulliken_charge": [-1.07, 0.74, -0.57, -0.76, 0.93, -0.02, -0.35, -0.06, 0.28, -0.04, -0.63, -0.36, 0.29, 0.12, -0.33, -0.19, 0.47, 0.00, 0.15, -0.52, -0.72, -0.37, 0.24, -1.10, 0.37, 0.35, 0.30, 0.56, 0.30, 0.51, 0.09, 0.07, -0.57, 0.41, 0.29, 0.33, 0.27, 0.30, 0.32],
  "homo_ev": -7.57,
  "de_lowest_ev": 14.626,
  "mol_weight_da": 357.5,
  "gap_ev": 6.117,
  "total_energy_ha": -1767.4028
}